1.
{
  "formula": "C8H10N2O2",
  "method": "wB97M-V/def2-TZVPD",
  "species": ["C", "C", "C", "C", "C", "C", "C", "C", "N", "N", "O", "O", "H", "H", "H", "H", "H", "H", "H", "H", "H", "H"],
  "xyz": [[-3.594, 0.761, -0.019], [-2.321, 0.181, 0.219], [-1.081, 0.639, 0.298], [-2.232, -1.451, 0.060], [-0.051, -0.586, 0.430], [-0.518, 1.987, 0.409], [0.776, -0.459, 1.752], [0.165, -0.753, -1.901], [-4.607, 1.177, -0.443], [-0.912, -1.762, 0.429], [-3.119, -2.174, -0.248], [0.831, -0.607, -0.670], [-1.294, 2.733, 0.110], [0.449, 2.022, -0.052], [-0.133, 2.177, 1.501], [0.194, -0.924, 2.503], [0.908, 0.596, 1.833], [1.772, -0.889, 1.557], [-0.251, -1.788, -1.957], [0.804, -0.684, -2.824], [-0.741, -0.098, -1.940], [-0.381, -2.512, 0.100]],
  "orbital_gap_ev": 10.3,
  "e_above_lowest_ev": 2.198,
  "mol_weight_da": 166.18
}

***

2.
{
  "formula": "C8H10N2OS",
  "method": "wB97M-V/def2-TZVPD",
  "species": ["C", "C", "C", "C", "C", "C", "C", "C", "N", "N", "O", "S", "H", "H", "H", "H", "H", "H", "H", "H", "H", "H"],
  "xyz": [[2.232, -2.570, -0.066], [3.513, -2.083, -0.363], [1.167, -1.710, 0.028], [3.680, -0.728, -0.436], [1.318, -0.315, 0.041], [2.674, 0.200, -0.153], [-0.991, 0.472, 0.149], [-2.971, 2.052, -0.223], [0.310, 0.602, 0.042], [-1.600, 1.520, -0.314], [2.550, 2.919, 0.332], [3.644, 1.623, 0.309], [2.042, -3.678, -0.049], [4.346, -2.675, -0.810], [0.232, -2.173, 0.056], [4.705, -0.338, -0.474], [-1.622, -0.469, 0.389], [-3.767, 1.297, -0.430], [-3.121, 2.601, 0.766], [-3.180, 2.913, -0.843], [1.672, 2.473, 0.372], [-0.918, 2.246, -0.746]],
  "orbital_gap_ev": 7.7,
  "e_above_lowest_ev": 2.593,
  "mol_weight_da": 182.25
}

***

3.
{
  "formula": "C8H10N3O2",
  "method": "wB97M-V/def2-TZVPD",
  "species": ["C", "C", "C", "C", "C", "C", "C", "C", "N", "N", "N", "O", "O", "H", "H", "H", "H", "H", "H", "H", "H", "H", "H"],
  "xyz": [[2.005, -0.289, 0.009], [1.211, -1.474, -0.085], [1.151, 0.769, -0.013], [-2.471, -1.318, 0.022], [-1.299, 0.868, -0.113], [1.692, -2.864, -0.109], [1.368, 2.221, 0.057], [-3.799, 0.599, 0.000], [-0.056, -1.146, -0.150], [-0.131, 0.207, -0.111], [-2.482, -0.061, -0.036], [-2.660, -2.434, 0.094], [-1.506, 2.033, -0.154], [3.069, -0.252, 0.108], [1.821, -3.218, 0.913], [0.982, -3.515, -0.611], [2.658, -2.916, -0.604], [2.429, 2.422, 0.170], [1.012, 2.716, -0.846], [0.826, 2.656, 0.897], [-4.299, 0.400, 0.946], [-3.614, 1.670, -0.102], [-4.416, 0.258, -0.827]],
  "orbital_gap_ev": 9.6,
  "e_above_lowest_ev": 1.672,
  "total_charge": 1,
  "mol_weight_da": 180.19
}

***

4.
{
  "formula": "C8H10N4S2",
  "method": "wB97M-V/def2-TZVPD",
  "species": ["C", "C", "C", "C", "C", "C", "C", "C", "H", "H", "H", "H", "H", "H", "H", "H", "H", "H", "N", "N", "N", "N", "S", "S"],
  "xyz": [[-0.903, -1.456, -2.374], [-0.152, 1.051, -2.241], [-0.393, 2.003, -1.286], [-1.530, 0.245, -0.702], [0.386, -1.054, 1.045], [2.421, -0.497, 0.560], [1.991, 0.337, 1.607], [-0.154, 0.547, 2.818], [-0.840, -1.437, -3.464], [-0.050, -1.986, -2.026], [-1.821, -1.997, -1.994], [0.338, 1.132, -3.216], [-0.170, 3.042, -1.243], [3.256, -0.503, -0.092], [2.441, 1.171, 2.038], [0.407, 0.945, 3.726], [-0.724, 1.342, 2.289], [-0.921, -0.215, 3.155], [-0.902, -0.091, -1.885], [-1.297, 1.532, -0.347], [1.427, -1.369, 0.316], [0.705, 0.026, 1.841], [-2.526, -0.786, 0.272], [-0.989, -1.982, 1.204]],
  "orbital_gap_ev": 8.3,
  "e_above_lowest_ev": 0.850,
  "mol_weight_da": 226.33
}

***

5.
{
  "formula": "C8H10N4S2",
  "method": "wB97M-V/def2-TZVPD",
  "species": ["C", "C", "C", "C", "C", "C", "C", "C", "H", "H", "H", "H", "H", "H", "H", "H", "H", "H", "N", "N", "N", "N", "S", "S"],
  "xyz": [[2.588, 0.864, -1.413], [1.267, 0.893, -2.171], [-0.331, -0.583, -0.535], [-0.793, 0.388, 1.486], [0.421, 2.869, 1.569], [-1.678, -1.652, 1.121], [-2.344, -2.866, 1.205], [-2.089, -3.486, -0.037], [3.098, 1.856, -1.529], [3.256, 0.090, -1.803], [2.397, 0.670, -0.366], [1.409, 1.125, -3.234], [0.606, 1.694, -1.785], [1.400, 2.421, 1.296], [-0.142, 3.164, 0.672], [0.597, 3.746, 2.195], [-2.906, -3.229, 2.025], [-2.415, -4.468, -0.367], [-0.192, 0.442, 0.266], [-1.524, -0.601, 1.947], [-1.318, -2.764, -0.852], [-1.070, -1.645, -0.127], [0.363, -0.681, -2.131], [-0.598, 1.752, 2.570]],
  "orbital_gap_ev": 8.6,
  "e_above_lowest_ev": 0.260,
  "mol_weight_da": 226.33
}

***

6.
{
  "formula": "C8H10N5O2",
  "method": "wB97M-V/def2-TZVPD",
  "species": ["N", "N", "O", "O", "C", "C", "C", "C", "C", "C", "C", "N", "N", "N", "C", "H", "H", "H", "H", "H", "H", "H", "H", "H", "H"],
  "xyz": [[1.228, 1.091, -2.747], [1.618, 0.269, -0.569], [2.615, 2.116, -1.396], [-0.278, 0.207, -4.137], [-2.533, -0.335, 2.408], [-2.076, -1.060, 1.341], [-0.362, 0.217, 2.081], [1.824, 1.079, -1.576], [0.377, 0.145, -2.960], [0.710, -0.646, -0.776], [0.066, -0.792, -2.003], [0.923, 0.673, 2.275], [-1.495, 0.506, 2.804], [-0.746, -0.695, 1.214], [0.217, -1.440, 0.404], [2.476, 2.491, -2.277], [0.111, 0.971, -4.651], [-3.532, -0.425, 2.868], [-2.581, -1.909, 0.809], [-0.692, -1.543, -2.240], [1.633, 0.461, 1.560], [1.046, 1.499, 2.883], [-1.473, 1.110, 3.601], [1.126, -1.630, 0.980], [-0.202, -2.362, 0.105]],
  "orbital_gap_ev": 10.1,
  "e_above_lowest_ev": 0.000,
  "total_charge": 1,
  "mol_weight_da": 208.20
}

***

7.
{
  "formula": "C8H10N7",
  "method": "wB97M-V/def2-TZVPD",
  "species": ["C", "C", "C", "C", "C", "C", "C", "C", "N", "N", "N", "N", "N", "N", "N", "H", "H", "H", "H", "H", "H", "H", "H", "H", "H"],
  "xyz": [[0.599, 3.726, -0.395], [3.168, -0.534, -0.176], [0.891, 1.599, -0.296], [-0.265, -0.436, 0.761], [-0.301, -0.659, -0.726], [0.772, 0.212, -0.146], [-1.166, 0.505, 1.509], [0.151, -1.990, -1.336], [4.877, -1.606, 0.061], [0.035, 2.514, -0.649], [1.845, 3.586, 0.090], [3.635, -1.770, -0.398], [3.932, 0.366, 0.347], [5.054, -0.360, 0.503], [1.966, 2.248, 0.135], [-0.023, 4.598, -0.661], [0.028, -1.292, 1.340], [-1.204, -0.193, -1.138], [-2.115, 0.085, 1.860], [-1.392, 1.360, 0.898], [-0.572, 0.907, 2.342], [1.092, -1.797, -1.691], [-0.500, -2.381, -2.108], [0.246, -2.809, -0.546], [2.897, 1.917, 0.399]],
  "orbital_gap_ev": [8.5, 8.5],
  "e_above_lowest_ev": 4.150,
  "total_charge": -1,
  "mol_weight_da": 204.22
}

***

8.
{
  "formula": "C8H10NO",
  "method": "wB97M-V/def2-TZVPD",
  "species": ["C", "C", "C", "C", "C", "C", "C", "C", "N", "O", "H", "H", "H", "H", "H", "H", "H", "H", "H", "H"],
  "xyz": [[1.059, -0.227, -0.312], [2.273, -0.435, 0.485], [-1.963, 1.314, 0.906], [-0.435, -0.133, 0.316], [-0.648, -0.217, 1.733], [0.051, -1.246, -0.600], [2.593, -1.533, 1.162], [-1.602, 1.261, -1.509], [-1.335, 0.878, -0.151], [-1.585, 0.695, 1.998], [1.168, 0.573, -1.036], [2.985, 0.376, 0.423], [-2.716, 2.085, 0.934], [-0.413, -1.278, -1.575], [0.136, -2.208, -0.120], [3.552, -1.619, 1.642], [1.918, -2.361, 1.297], [-0.685, 1.284, -2.095], [-2.290, 0.545, -1.969], [-2.064, 2.248, -1.527]],
  "orbital_gap_ev": 8.3,
  "e_above_lowest_ev": 4.585,
  "total_charge": 1,
  "mol_weight_da": 136.17
}

***

9.
{
  "formula": "C8H10NO2",
  "method": "wB97M-V/def2-TZVPD",
  "species": ["C", "C", "C", "C", "C", "C", "C", "C", "N", "O", "O", "H", "H", "H", "H", "H", "H", "H", "H", "H", "H"],
  "xyz": [[2.635, -0.259, -1.008], [1.937, 0.725, -1.737], [2.045, -0.868, 0.063], [0.686, 1.191, -1.394], [0.734, -0.411, 0.319], [0.096, 0.562, -0.352], [-0.138, -1.006, 1.412], [-1.750, 0.601, 0.292], [-1.609, -0.756, 1.153], [-2.570, 0.458, -0.773], [-2.094, 1.489, 1.213], [3.531, -0.760, -1.403], [2.516, 1.328, -2.575], [2.495, -1.609, 0.779], [0.256, 2.011, -1.993], [0.066, -2.091, 1.509], [0.014, -0.413, 2.409], [-1.889, -1.644, 0.625], [-2.028, -0.642, 2.020], [-2.025, 0.166, -1.514], [-2.906, 1.927, 0.955]],
  "orbital_gap_ev": 10.0,
  "e_above_lowest_ev": 2.368,
  "total_charge": 1,
  "mol_weight_da": 152.17
}

***

10.
{
  "formula": "C8H10NO4",
  "method": "wB97M-V/def2-TZVPD",
  "species": ["C", "C", "C", "C", "C", "C", "C", "C", "N", "O", "O", "O", "O", "H", "H", "H", "H", "H", "H", "H", "H", "H", "H"],
  "xyz": [[-2.916, 1.440, 0.053], [1.048, 1.196, 0.188], [-0.311, -0.865, 1.299], [-1.403, 1.076, -0.308], [0.477, 0.430, 1.296], [-0.316, 1.549, 0.618], [-0.961, -0.852, -0.073], [-0.132, -1.370, -1.169], [-2.183, -1.576, -0.049], [-3.342, 2.170, -0.863], [-3.360, 1.276, 1.176], [-2.620, -1.917, 1.026], [-2.804, -1.989, -1.023], [1.726, 1.910, 0.323], [1.051, 0.754, -0.841], [0.318, -1.619, 1.541], [-1.139, -0.821, 1.971], [-1.223, 1.284, -1.384], [0.891, 0.693, 2.236], [-0.575, 2.437, 1.143], [-0.322, -0.920, -2.130], [-0.421, -2.411, -1.285], [0.972, -1.190, -0.984]],
  "orbital_gap_ev": 7.7,
  "e_above_lowest_ev": 3.300,
  "total_charge": -1,
  "mol_weight_da": 184.17
}